C4H8N2O | wB97M-V/def2-TZVPD

Last columns: bonded neighbours and bond lengths (Å).
CARTESIAN COORDINATES (ANGSTROEM)
1 O -0.4502 0.5828 1.0340  N2 1.419, C7 1.686
2 N -0.8435 1.7457 0.3230  O1 1.419, H8 1.021, H9 1.020
3 N -2.2742 -1.3761 -0.7962  C4 1.189, H14 1.023
4 C -1.1724 -1.3086 -0.3547  N3 1.189, C5 1.328
5 C 0.1128 -1.4600 -0.0545  C4 1.328, C7 1.453, H10 1.084
6 C 1.7291 0.4809 -0.3297  C7 1.509, H11 1.093, H12 1.095, H13 1.096
7 C 0.8559 -0.3714 0.5583  O1 1.686, C5 1.453, C6 1.509, H15 1.092
8 H -1.0899 1.4476 -0.6214  N2 1.021
9 H -1.6898 2.0708 0.7909  N2 1.020
10 H 0.5062 -2.4672 0.0155  C5 1.084
11 H 1.2106 0.7841 -1.2428  C6 1.093
12 H 2.0329 1.3893 0.2006  C6 1.095
13 H 2.6302 -0.0687 -0.6242  C6 1.096
14 H -2.9474 -0.7481 -0.3504  N3 1.023
15 H 1.3899 -0.7011 1.4517  C7 1.092

## Properties
**Relative energy (zero: lowest compared OMol25 entry of this formula, charge and spin)**: 135.9 kcal per mole
**Structure (SMILES)**: C[C@H](C=C=N)ON
**E_LUMO**: 0.74 eV
**Kohn-Sham gap**: 8.87 eV
**Total charge**: 0
**HOMO**: -8.1 eV

Which charges does natural (NBO) predict for the atoms? In e, they are:
1 O -0.489
2 N -0.534
3 N -0.676
4 C 0.575
5 C -0.580
6 C -0.644
7 C 0.148
8 H 0.319
9 H 0.352
10 H 0.253
11 H 0.216
12 H 0.230
13 H 0.221
14 H 0.408
15 H 0.202